[1]
# C31H28N9O2S4Se4Yb

A molecular structure, C31H28N9O2S4Se4Yb (wB97M-V/def2-TZVPD, the Open Molecules 2025 dataset).

```
79
Properties=species:S:1:pos:R:3:forces:R:3:mulliken_spin:R:1
Yb 1.377753 2.038716 0.755589 0.85 0.91 -0.50 0.010
Se 2.449009 4.890615 1.870175 0.42 -0.34 -0.54 0.115
Se 4.520505 5.397749 0.952335 -0.45 -0.34 0.36 0.211
Se 6.007167 3.670842 1.464763 -0.38 -0.51 -0.22 0.363
Se 4.900551 1.666121 1.453876 0.32 0.97 -0.18 0.295
S 5.959885 -4.257941 1.748977 -0.50 0.39 0.29 0.000
N 4.986646 -3.869713 0.485209 0.81 0.05 0.49 0.000
C 4.290511 -2.825048 0.844086 -0.91 0.72 1.88 -0.007
C 3.243830 -2.171391 0.035877 0.60 0.59 0.13 0.005
C 3.030612 -2.537111 -1.316328 0.23 -0.04 1.54 -0.005
C 2.165275 -1.800477 -2.045864 -0.78 1.60 0.36 0.002
C 1.594863 -0.649780 -1.472664 0.07 -1.31 0.31 0.004
N 1.783322 -0.308653 -0.218439 -0.22 1.20 0.46 0.000
C 2.574745 -1.024256 0.577007 1.55 -1.81 -1.43 -0.013
C 2.850941 -0.609687 1.943220 0.11 -0.10 2.62 0.007
N 2.241123 0.486322 2.432894 -0.36 -0.21 1.76 0.009
C 2.344121 0.847332 3.765074 1.12 -2.35 -2.29 0.000
C 3.163563 0.133837 4.653394 -0.60 0.17 -1.02 0.001
C 3.812882 -0.991950 4.165011 0.93 0.30 0.36 0.008
C 3.692681 -1.377866 2.831769 -0.21 1.04 -0.66 -0.002
C 4.530585 -2.400944 2.258901 0.33 -2.10 -1.25 -0.002
N 5.453895 -3.166497 2.885881 -1.09 0.68 -1.92 0.000
H 3.533541 -3.388240 -1.723226 0.28 -0.38 -0.09 0.000
H 1.885818 -1.977605 -3.045316 0.01 -0.57 -1.07 0.000
H 0.885030 -0.083900 -2.037539 -0.19 0.53 -0.26 0.000
H 1.752488 1.675557 4.026611 -0.43 1.11 0.41 0.000
H 3.320707 0.507562 5.651558 -0.09 -0.15 0.17 0.000
H 4.565574 -1.511167 4.787123 -0.68 0.19 -0.38 0.000
N -1.885149 4.072889 -1.887976 0.45 0.00 0.81 0.000
C -1.507290 3.452337 -0.726639 -0.75 -0.35 -1.46 0.000
N -0.266028 3.012549 -0.859392 -0.16 0.55 0.66 0.000
C 0.175214 3.494066 -2.038859 -4.62 2.14 -0.90 0.005
N -0.830547 4.166249 -2.727502 1.32 -1.14 1.10 0.000
C 1.536839 3.648796 -2.394538 2.82 -0.89 -0.23 -0.003
C 1.998333 4.685351 -3.217268 -0.88 0.41 -0.10 -0.002
N 3.289352 4.850991 -3.398852 0.89 0.12 -0.54 0.002
C 4.164345 3.984515 -2.887483 -0.74 -0.10 -0.09 0.003
C 3.729453 2.914830 -2.114426 -1.26 0.75 0.68 -0.011
N 2.429550 2.787996 -1.808948 -0.83 0.80 -0.63 -0.002
H -2.813176 4.500037 -2.110925 1.52 -0.61 0.21 0.000
H -2.221707 3.297395 0.081840 0.57 -0.10 -0.13 0.000
H 1.318831 5.442446 -3.710328 0.70 -1.10 0.80 0.000
H 5.204554 4.161710 -3.097905 0.23 0.00 0.04 -0.002
H 4.348120 2.249813 -1.551445 0.71 -0.34 -0.09 0.007
C -4.386925 -0.982882 -4.326230 0.74 -2.07 1.63 0.000
C -3.611930 -2.023313 -5.175109 0.67 0.15 0.14 0.000
S -2.616494 -3.001467 -4.032097 -0.22 -2.70 -2.51 0.000
C -3.719078 -4.474669 -3.662688 1.57 -0.65 -1.13 0.000
C -3.391217 -4.810128 -2.167425 -1.49 -0.65 -0.13 0.000
S -2.269539 -3.683750 -1.337875 -0.76 0.06 1.25 0.000
C -3.532272 -2.635146 -0.499131 -0.18 -0.55 1.58 0.000
C -4.442100 -1.776237 -1.344215 -1.69 -0.39 -0.79 0.000
S -3.544204 -0.996712 -2.671044 -0.21 3.75 0.10 0.000
H -5.385676 -1.324836 -4.196895 -0.96 -0.23 0.20 0.000
H -4.426873 -0.002146 -4.700704 0.24 1.25 -0.43 0.000
H -2.868503 -1.547848 -5.828958 -0.42 -0.06 0.00 0.000
H -4.268805 -2.660982 -5.755000 -0.03 0.05 -0.24 0.000
H -3.421759 -5.319819 -4.373999 -0.27 1.03 1.14 0.000
H -4.787805 -4.308776 -3.890674 0.50 0.38 0.46 0.000
H -3.038072 -5.847177 -1.992330 -0.20 0.63 -0.40 0.000
H -4.364302 -4.703062 -1.640420 0.67 -0.34 -0.03 0.000
H -2.885557 -1.940267 0.071258 -0.39 -0.51 0.14 0.000
H -4.240132 -3.253988 0.221012 1.75 1.07 -1.18 0.000
H -4.864802 -0.944158 -0.776169 0.12 -0.32 0.40 0.000
H -5.339455 -2.342280 -1.683095 0.67 0.18 -0.15 0.000
O -0.276570 2.837878 2.313887 0.59 -0.82 -0.41 0.002
C -0.767998 1.674547 2.180790 -2.81 1.45 2.74 -0.001
O -0.602719 0.898733 1.237756 0.10 -0.75 -0.55 0.000
C -1.772593 1.270875 3.339808 -0.13 -1.93 -0.55 0.000
C -1.773915 1.855516 4.595040 0.17 -0.69 1.75 0.000
C -2.418927 1.228386 5.730331 0.05 0.38 -0.30 0.000
C -3.133150 0.042102 5.496174 -0.27 0.56 1.69 0.000
C -3.229248 -0.510265 4.243518 0.07 0.37 -1.11 0.000
C -2.561320 0.084610 3.188066 0.68 0.87 -0.07 0.000
H -1.119740 2.697437 4.768563 -0.12 0.28 -0.04 0.000
H -2.377108 1.644755 6.809035 0.08 -0.55 -2.17 0.000
H -3.675867 -0.469341 6.311336 0.48 0.47 -0.29 0.000
H -3.851641 -1.376095 4.044415 0.14 -0.03 0.18 0.000
H -2.622021 -0.383896 2.223764 0.17 -0.05 -0.38 0.000
```
Forces are in eV/Å.

Computed properties:
HOMO energy (spin up / spin down) = -6.3 / -6.3 eV
Total charge = 0
DFT total energy = -14198.63103 Ha
Energy above the lowest of the compared OMol25 structures with the same formula, charge and spin = 2.090 eV
Expectation value of S² = 0.7595
HOMO-LUMO gap (spin up / spin down) = 5.4 / 4.6 eV
Multiplicity = 2



[2]
# C31H29AlNO22

A molecular structure, C31H29AlNO22 (wB97M-V/def2-TZVPD, the Open Molecules 2025 dataset).

```
84
Properties=species:S:1:pos:R:3:forces:R:3:mulliken_charge:R:1
C 4.771772 3.748011 0.825800 0.23 -0.10 -0.25 -0.739
C 4.401904 5.207634 0.677706 0.40 0.40 0.07 0.631
O 5.199860 6.071496 0.964492 -0.40 -0.22 0.05 -0.626
O 3.145783 5.487850 0.309665 0.23 0.06 -0.14 -0.169
C 2.734748 5.019753 -1.020615 -0.59 -0.49 -0.08 -0.683
Al 0.805194 4.364501 -1.166928 0.10 0.05 0.47 -0.206
C -0.473689 5.359982 0.037894 -0.16 0.11 -0.15 -0.576
O -0.429702 4.941754 1.434270 0.49 0.14 0.19 -0.084
N -0.576576 6.069121 2.247598 0.06 0.17 -0.62 0.151
O 0.242657 6.112808 3.085614 -0.18 -0.33 0.40 -0.346
C 0.840949 2.327472 -0.900492 0.02 0.09 -0.31 -0.445
O -0.066777 1.726923 0.088137 0.24 0.24 0.18 -0.395
C 0.305834 1.583791 1.352733 -0.39 0.14 0.36 0.769
C 1.725758 1.197626 1.682064 0.27 0.24 0.33 -0.374
O -0.518487 1.681825 2.242032 0.03 -0.23 -0.35 -0.778
H 5.836353 3.642085 0.619862 -0.02 -0.01 0.06 0.308
H 4.218288 3.092551 0.158269 -0.13 -0.01 0.10 0.212
H 4.595812 3.449760 1.860012 -0.10 0.04 0.00 0.226
H 2.909594 5.817858 -1.747782 0.19 0.18 0.21 0.318
H 3.378506 4.187466 -1.330995 0.13 0.05 0.00 0.325
H 0.369734 4.686880 -2.655417 -0.05 0.07 -0.16 -0.111
H -1.496074 5.319064 -0.354774 -0.10 -0.10 0.21 0.340
H -0.174048 6.413844 -0.006506 0.02 -0.01 -0.02 0.320
H 1.871623 1.994659 -0.749401 -0.03 -0.24 0.13 0.285
H 0.533306 1.872912 -1.847150 -0.06 -0.08 0.04 0.177
H 1.874789 1.363183 2.747517 -0.08 -0.02 -0.03 0.377
H 2.479474 1.773277 1.151885 -0.05 -0.06 -0.13 -0.201
H 1.878733 0.132327 1.502231 -0.05 0.05 -0.20 0.159
C 5.843407 -3.445579 0.933690 0.03 -0.11 -0.06 -1.011
C 5.395018 -2.410201 1.658724 0.18 -0.01 -0.08 0.252
C 3.974322 -2.342741 2.161238 -0.33 -0.20 -0.04 1.066
O 3.657093 -1.375483 2.824199 0.21 0.13 0.04 -0.597
C 3.067393 -3.424277 1.823598 -0.08 0.10 0.09 -1.022
C 3.517769 -4.452710 1.096579 -0.23 0.10 0.11 0.173
C 4.941533 -4.535180 0.613733 0.24 0.17 0.01 1.026
O 5.258061 -5.522167 -0.026604 -0.11 -0.08 -0.02 -0.651
O 2.749205 -5.477914 0.744289 0.04 -0.23 -0.10 -0.452
O 6.144768 -1.371731 1.994460 -0.07 0.00 0.04 -0.577
H 6.859306 -3.504859 0.570163 0.01 0.02 0.01 0.434
H 2.045488 -3.360896 2.172712 -0.01 -0.03 -0.02 0.644
H 3.314993 -6.080304 0.223715 0.08 0.04 -0.01 0.361
H 5.568745 -0.775968 2.513478 -0.03 0.02 0.01 0.370
C -2.010680 4.799925 -6.316937 0.10 0.04 0.07 -1.162
C -2.974689 4.475231 -7.185161 0.06 0.18 0.04 0.430
C -3.382158 3.047315 -7.436936 0.09 -0.30 0.11 1.094
O -4.283788 2.858455 -8.237992 -0.03 0.13 -0.07 -0.655
C -2.690162 1.992859 -6.727894 -0.10 -0.04 -0.11 -0.965
C -1.721245 2.313120 -5.855746 -0.10 -0.21 -0.01 0.329
C -1.323167 3.743390 -5.588480 -0.11 0.28 -0.04 0.968
O -0.443891 3.926754 -4.774676 0.05 -0.16 -0.35 -0.417
O -1.036148 1.422816 -5.159445 0.03 0.06 0.00 -0.584
O -3.656546 5.369194 -7.898949 -0.01 -0.04 -0.01 -0.593
H -1.712170 5.821264 -6.127895 -0.02 0.01 0.01 0.444
H -2.982394 0.971327 -6.925399 0.01 -0.01 0.03 0.421
H -0.415957 1.937461 -4.600824 -0.01 0.04 0.05 0.332
H -4.287589 4.850576 -8.433984 -0.02 -0.05 0.00 0.362
C -2.377687 -1.837549 5.056685 -0.06 -0.14 0.06 -0.962
C -2.329982 -0.624164 4.467590 0.24 -0.14 0.08 0.468
C -3.591821 0.078350 4.007583 -0.26 -0.06 0.02 0.972
O -3.487538 1.178046 3.514646 0.11 0.06 0.04 -0.531
C -4.867221 -0.607252 4.189937 0.02 0.07 -0.06 -1.133
C -4.892925 -1.811144 4.769240 -0.17 0.10 -0.07 0.375
C -3.642760 -2.496254 5.251446 0.34 0.04 0.01 1.127
O -3.784088 -3.589066 5.783934 -0.15 -0.04 -0.01 -0.685
O -6.008485 -2.509409 4.976738 0.01 -0.02 0.02 -0.601
O -1.202445 0.014341 4.259566 -0.46 0.19 0.10 -0.490
H -1.486426 -2.348650 5.391943 0.03 0.04 -0.01 0.445
H -5.761349 -0.106791 3.846045 0.00 0.00 0.00 0.423
H -5.717472 -3.333356 5.414506 0.06 -0.02 0.03 0.370
H -1.393549 0.866334 3.796265 0.36 -0.15 -0.27 0.334
C -2.410521 -4.889657 0.248592 0.07 0.04 0.07 -1.134
C -3.213529 -5.435870 -0.673395 -0.02 0.18 0.08 0.355
C -2.948400 -6.799220 -1.254759 0.21 -0.21 0.02 1.024
O -3.742944 -7.223963 -2.074396 -0.09 0.09 -0.03 -0.637
C -1.772304 -7.522465 -0.813166 -0.09 -0.05 -0.09 -0.915
C -0.963236 -6.978120 0.106674 0.00 -0.21 -0.13 0.432
C -1.242970 -5.621197 0.708819 -0.24 0.26 -0.04 0.986
O -0.476474 -5.201718 1.552544 0.22 -0.20 0.06 -0.579
O 0.127363 -7.593165 0.546761 0.04 0.19 0.17 -0.607
O -4.298177 -4.837849 -1.148236 -0.01 -0.06 -0.02 -0.570
H -2.593234 -3.912787 0.673923 -0.01 0.00 -0.01 0.532
H -1.583794 -8.493477 -1.248677 0.02 -0.01 0.02 0.428
H 0.547364 -7.003560 1.203386 -0.03 0.11 -0.05 0.326
H -4.687230 -5.456475 -1.795570 0.00 -0.03 -0.02 0.361
```
Forces are in eV/Å.

Computed properties:
HOMO energy = -5.8 eV
Total charge = -1
DFT total energy = -3151.09564 Ha
HOMO-LUMO gap = 5.6 eV



[3]
# C31H29AsClN5O4PdS2

A molecular structure, C31H29AsClN5O4PdS2 (wB97M-V/def2-TZVPD, the Open Molecules 2025 dataset).

```
74
Properties=species:S:1:pos:R:3:forces:R:3:mulliken_charge:R:1
Pd 0.776152 -0.113146 0.651790 0.79 -2.24 -1.98 0.378
N 3.341943 -3.207873 2.238620 -0.11 -0.12 0.13 0.003
C 3.941911 -3.332309 0.995899 0.00 0.10 -0.12 0.917
C 4.903903 -4.204871 0.494652 0.03 -0.09 0.17 -1.062
C 5.333190 -3.974995 -0.795897 0.01 0.04 -0.03 -0.655
C 4.841965 -2.897127 -1.556389 0.00 -0.05 -0.07 -0.647
C 3.890230 -2.034692 -1.054159 0.05 0.15 0.16 -0.528
C 3.433378 -2.272427 0.239493 0.02 -0.11 -0.04 0.145
N 2.550892 -1.549663 1.021500 -0.23 0.27 -0.25 -0.072
C 2.530313 -2.123511 2.190361 0.20 -0.11 0.14 0.161
C 1.890803 -1.444491 3.310691 0.05 0.18 -0.05 -0.397
C 1.879465 -1.774020 4.626008 -0.02 -0.28 0.20 -0.198
S 1.354681 -0.450573 5.563222 0.03 0.07 0.00 -0.091
C 1.174612 0.467054 4.137610 -0.29 -0.01 0.09 -0.300
N 1.437354 -0.165192 3.031947 0.02 0.32 0.22 -0.194
H 3.492608 -3.811742 3.026273 0.06 0.00 0.12 0.229
H 5.329925 -4.997213 1.100695 -0.08 0.03 -0.10 0.425
H 6.092600 -4.618886 -1.221571 -0.04 0.04 0.01 0.431
H 5.247452 -2.733640 -2.549168 -0.02 -0.01 0.08 0.536
H 3.541273 -1.162317 -1.591957 0.13 -0.13 0.18 0.676
H 2.158685 -2.708641 5.096057 0.04 0.16 -0.09 0.395
H 0.860442 1.502635 4.180390 0.00 -0.08 -0.04 0.469
O -2.305011 2.803316 -5.295019 0.01 -0.20 -0.14 -0.451
C -1.948511 1.886058 -4.382867 0.10 0.44 0.31 0.406
O -1.972442 0.726079 -4.650331 -0.11 -0.44 -0.16 -0.494
C -1.591614 2.392585 -3.015476 0.22 -0.41 -0.37 0.279
C -2.241014 3.400476 -2.352319 -0.02 -0.08 0.13 0.092
Cl -3.448855 4.476142 -2.876001 -0.03 0.04 -0.01 -0.181
N -1.783104 3.431261 -1.085589 0.01 0.01 0.12 0.879
N -0.826120 2.495197 -0.880620 -0.04 0.16 -0.12 -0.542
C -0.687153 1.863914 -2.043853 0.07 -0.03 0.26 0.082
C 0.401991 0.804612 -2.240120 0.15 0.62 0.00 0.554
O 0.396722 0.204843 -3.313282 -0.36 0.28 0.36 -0.649
O 1.320633 0.642251 -1.343332 -0.98 0.37 0.11 -0.816
C -2.213723 4.360972 -0.082454 -0.09 -0.20 0.43 -0.735
C -3.443151 4.164769 0.546832 0.17 0.08 0.05 0.184
C -3.869802 5.079836 1.509348 0.01 -0.31 -0.08 -0.817
C -3.069794 6.163719 1.837454 0.21 0.09 -0.08 -0.446
C -1.847056 6.351022 1.194498 -0.09 -0.01 0.08 -0.719
C -1.414592 5.448883 0.230967 0.04 0.01 0.00 -0.165
H -2.287904 3.708107 -4.965688 0.11 0.06 0.11 0.308
H -4.063697 3.320479 0.266235 0.02 0.05 -0.02 0.523
H -4.827252 4.937675 2.000406 0.08 0.04 -0.09 0.427
H -3.401813 6.874121 2.584869 0.02 -0.02 -0.06 0.457
H -1.233480 7.210905 1.434941 -0.04 -0.06 0.00 0.421
H -0.472209 5.590513 -0.285806 -0.05 -0.01 0.04 0.490
C -1.689774 1.860337 2.591255 -0.05 -0.27 0.20 -1.159
C -2.206626 0.598971 2.720826 0.06 0.44 -0.17 1.568
C -3.101259 0.285361 3.782739 -0.19 0.16 0.33 -0.598
C -3.525048 -1.000006 3.972733 -0.20 -0.12 0.24 -0.731
C -3.089703 -2.012743 3.109077 0.12 0.23 0.03 -0.463
C -2.256818 -1.721267 2.022113 0.21 -0.13 -0.12 -0.757
C -1.827986 -0.437162 1.818039 -0.23 -0.20 -0.40 1.210
H -0.931555 2.069130 1.845866 -0.09 0.16 -0.27 0.259
H -1.963429 2.656279 3.279841 -0.03 -0.04 -0.11 0.340
H -3.433246 1.081210 4.442890 0.07 -0.08 -0.02 0.483
H -4.194898 -1.233981 4.789946 0.02 -0.03 -0.04 0.450
H -3.411864 -3.034747 3.276464 -0.03 0.07 -0.03 0.466
H -1.956706 -2.504624 1.338164 -0.07 0.01 -0.01 0.463
H -1.315416 -0.179683 0.881909 -0.04 0.09 0.20 -0.320
C 2.286330 -1.536174 -3.631997 0.27 -0.09 -0.07 -1.276
As 0.733967 -2.297995 -2.783939 0.41 -0.18 -0.85 1.018
C 1.168460 -4.182163 -2.696796 -0.08 -0.05 0.29 -1.117
C -0.780034 -2.314030 -3.953444 -0.13 0.09 0.11 -0.818
S 0.090672 -2.014577 -0.703947 0.16 1.36 1.33 -0.223
H 1.962677 -1.306433 -4.644623 -0.10 0.00 -0.01 0.531
H 3.083207 -2.274051 -3.633778 -0.04 -0.09 -0.01 0.404
H 2.584045 -0.615994 -3.148622 -0.10 -0.03 -0.07 0.377
H 1.535853 -4.478291 -3.679006 -0.02 0.03 -0.04 0.423
H 0.272940 -4.754017 -2.462025 -0.01 -0.02 -0.01 0.446
H 1.929220 -4.380648 -1.943968 0.05 0.10 -0.02 0.300
H -0.428026 -2.719307 -4.902180 0.00 -0.02 -0.01 0.388
H -1.173628 -1.313915 -4.086232 0.01 0.15 -0.05 0.236
H -1.536190 -2.969559 -3.530181 -0.01 -0.11 0.02 0.394
```
Forces are in eV/Å.

Computed properties:
HOMO energy (spin up / spin down) = -13.5 / -13.5 eV
Total charge = +2
DFT total energy = -5393.06672 Ha
Energy above the lowest of the compared OMol25 structures with the same formula, charge and spin = 4.285 eV
HOMO-LUMO gap (spin up / spin down) = 5.0 / 5.0 eV